Record 1
A structure of composition C28H44FeGeN3O4S3Si3 at a distorted geometry, computed with ωB97M-V with the def2-TZVPD basis set.

Structure (XYZ):
```
87
Properties=species:S:1:pos:R:3:forces:R:3
Fe 0.564 1.702 -0.189 1.1 0.8 -0.5
C -0.742 1.088 1.784 -0.2 0.1 0.2
C -0.374 2.417 2.070 -0.4 0.1 0.1
C -0.925 3.253 1.084 -0.2 0.1 0.3
C -1.653 2.446 0.188 -0.3 0.0 0.1
C -1.538 1.103 0.615 -0.5 0.0 0.3
H -0.510 0.219 2.381 0.1 0.0 -0.1
H 0.191 2.758 2.922 0.2 0.0 -0.1
H -0.847 4.328 1.047 0.2 0.0 -0.1
H -2.244 2.800 -0.643 0.1 0.0 -0.1
H -2.089 0.273 0.207 0.2 0.0 -0.1
S 2.751 1.544 -1.581 0.3 0.0 -0.2
C 2.769 2.854 -2.693 -0.6 0.1 0.4
C 3.903 2.987 -3.540 0.4 0.1 -0.4
N 4.827 3.074 -4.225 0.0 0.0 0.1
C 1.729 3.745 -2.770 0.3 -0.5 0.2
S 0.347 3.615 -1.741 -0.2 0.1 0.3
C 1.749 4.825 -3.690 0.0 0.3 -0.4
N 1.736 5.711 -4.430 0.0 0.0 0.1
C -3.409 -1.226 4.267 0.0 0.1 0.0
C -2.143 -0.598 4.779 0.0 0.0 0.0
C -2.068 0.783 4.956 -0.1 -0.2 -0.1
C -0.884 1.387 5.331 0.1 0.1 0.1
C 0.242 0.605 5.544 0.0 -0.1 -0.1
C 0.175 -0.779 5.431 0.1 0.1 0.1
C -1.018 -1.372 5.052 -0.1 0.0 -0.1
S 1.819 1.368 5.774 0.5 0.2 0.1
O 1.613 2.735 6.169 -0.2 -0.1 -0.2
O 2.607 0.504 6.616 -0.2 -0.1 -0.2
N 2.549 1.383 4.302 -0.4 0.0 0.2
C 2.848 0.083 3.699 0.2 -0.3 0.0
C 3.496 0.253 2.327 -0.3 0.2 0.0
C 2.449 0.801 1.359 0.5 -0.1 0.2
O 1.777 -0.020 0.687 -0.1 0.1 0.1
O 2.254 2.038 1.309 0.0 -0.1 0.3
H -3.744 -0.702 3.370 0.0 0.0 0.0
H -4.205 -1.163 5.012 0.0 0.0 0.0
H -3.253 -2.272 4.008 0.0 0.0 0.0
H -2.941 1.388 4.742 0.0 0.0 0.0
H -0.809 2.460 5.448 0.0 0.0 -0.1
H 1.061 -1.361 5.649 -0.1 -0.1 -0.1
H -1.074 -2.448 4.932 0.0 0.0 0.0
H 2.136 2.037 3.632 0.1 0.0 0.1
H 1.941 -0.522 3.569 0.0 0.0 0.0
H 3.511 -0.449 4.382 0.0 0.0 0.0
H 3.828 -0.723 1.976 0.0 0.0 0.0
H 4.339 0.942 2.383 0.0 0.0 0.0
C -1.372 -3.670 -1.705 0.1 0.3 -0.1
Si -0.637 -2.295 -0.585 -0.2 -0.5 0.2
C 0.874 -3.116 0.238 0.0 0.3 -0.1
C -1.962 -2.215 0.801 0.2 0.3 -0.1
Ge -0.018 -0.226 -1.728 -0.8 -1.3 -1.0
Si -2.040 0.184 -3.052 -0.5 0.1 -0.3
C -1.970 1.807 -4.044 0.2 -0.1 0.2
C -3.672 0.287 -2.051 0.3 0.0 0.2
C -2.489 -1.127 -4.378 0.3 0.0 0.2
Si 1.334 -1.252 -3.497 0.6 0.0 -0.3
C 3.032 -1.846 -2.857 -0.2 0.1 0.2
C 0.732 -2.808 -4.460 -0.3 0.1 0.4
C 1.642 -0.002 -4.901 -0.1 0.0 0.3
H -1.572 -4.580 -1.130 0.0 0.0 0.1
H -0.688 -3.925 -2.517 -0.1 0.0 0.0
H -2.312 -3.344 -2.159 0.0 0.0 0.0
H 0.593 -3.797 1.047 -0.1 0.0 0.0
H 1.517 -2.335 0.647 0.0 0.0 0.0
H 1.460 -3.678 -0.495 0.0 0.0 0.0
H -2.167 -3.213 1.200 0.1 -0.1 -0.1
H -2.906 -1.810 0.424 0.0 0.0 0.0
H -1.638 -1.580 1.630 0.0 0.0 0.0
H -1.843 2.662 -3.378 0.0 0.0 0.0
H -2.871 1.966 -4.645 -0.1 -0.1 0.0
H -1.110 1.808 -4.719 0.0 0.0 0.0
H -3.685 1.160 -1.394 0.0 0.0 0.0
H -3.800 -0.601 -1.424 0.0 0.0 0.0
H -4.539 0.353 -2.716 0.1 0.0 -0.1
H -1.715 -1.195 -5.148 0.0 0.0 0.0
H -3.432 -0.870 -4.869 0.0 0.1 0.0
H -2.599 -2.118 -3.930 0.0 0.0 -0.1
H 2.964 -2.861 -2.452 0.0 0.0 0.0
H 3.391 -1.190 -2.063 0.0 0.0 0.0
H 3.778 -1.846 -3.656 0.0 0.0 -0.1
H 0.917 -3.722 -3.888 0.0 0.0 0.0
H 1.281 -2.888 -5.402 0.1 0.1 0.0
H -0.336 -2.772 -4.689 0.1 -0.1 0.0
H 2.233 0.838 -4.537 0.0 0.1 0.0
H 0.701 0.402 -5.286 0.0 0.0 0.0
H 2.184 -0.453 -5.738 0.0 -0.1 0.0
```
Forces are in eV/Å.

ΔE to the lowest compared entry with this formula, charge and spin, kcal per mole: 17.5
Kohn-Sham gap (spin up / spin down), eV: 5.26 / 5.73
2S+1: 6
Highest occupied orbital energy (spin up / spin down), eV: -1.324 / -1.803
Net charge: -2

Record 2
An isolated molecule of C3H5N3O at a distorted geometry, computed with ωB97M-V with the def2-TZVPD basis set.

Structure (XYZ):
```
12
Properties=species:S:1:pos:R:3:forces:R:3
C 0.131 1.468 -1.160 -0.8 -0.5 -0.7
N -0.577 0.274 -0.661 2.3 2.7 -0.5
C -0.007 -0.453 0.321 -0.3 0.8 0.4
C -0.565 -1.437 1.011 -0.9 -2.8 0.4
O 0.317 -1.916 1.908 0.7 1.0 -0.3
N 1.418 -1.078 1.810 0.1 0.4 0.2
N 1.218 -0.187 0.924 -0.4 -1.2 -0.1
H -0.526 2.018 -1.885 0.8 -0.9 0.2
H 1.139 1.206 -1.536 -0.6 0.4 -0.1
H 0.211 2.171 -0.371 0.5 0.6 1.0
H -1.350 0.033 -1.188 -1.5 -1.2 -0.5
H -1.410 -2.099 0.827 0.1 0.6 0.2
```
Forces are in eV/Å.

ΔE to the lowest compared entry with this formula, charge and spin, kcal per mole: 77.8
Kohn-Sham gap, eV: 9.25
Highest occupied orbital energy, eV: -8.408

Record 3
A structure of composition C28H21CrN2O3 at a distorted geometry, computed with ωB97M-V with the def2-TZVPD basis set.

Structure (XYZ):
```
55
Properties=species:S:1:pos:R:3:forces:R:3
O -6.259 -0.394 -2.337 6.8 -1.8 -1.5
C -5.117 -0.662 -2.575 -9.0 1.6 2.2
Cr -3.246 -0.665 -2.935 -2.2 -0.4 -2.5
C -3.170 0.717 -1.672 0.7 5.9 5.5
O -3.140 1.618 -0.915 -0.2 -3.7 -3.2
C -3.677 0.714 -4.168 -1.9 6.1 -4.0
O -4.041 1.655 -4.765 1.7 -4.3 2.5
C -3.010 -2.408 -4.196 0.1 -1.0 -0.6
C -3.295 -2.816 -2.881 0.1 -0.9 -0.1
C -2.534 -2.317 -1.808 0.3 -0.2 1.7
C -1.425 -1.457 -2.004 2.3 -0.9 1.2
C -0.693 -0.852 -0.898 2.3 1.5 2.9
C -0.050 -0.291 0.038 -3.0 -3.1 -5.0
C 0.602 0.383 1.118 1.4 0.6 0.9
C 0.584 1.858 0.901 -1.3 2.7 -0.7
C 0.518 2.321 -0.453 0.8 -0.3 0.8
C 0.645 3.663 -0.800 -0.1 -0.4 0.4
C 0.620 4.647 0.187 -0.1 -0.4 0.2
C 0.516 4.250 1.524 0.2 -0.2 0.2
C 0.534 2.888 1.893 1.2 -0.5 0.1
C 0.143 -0.210 2.430 -2.0 -0.5 1.8
C -0.079 -1.609 2.446 1.2 0.2 -0.1
C -0.354 -2.327 3.605 -0.1 0.3 0.4
C -0.519 -1.674 4.833 0.3 0.2 -0.8
C -0.491 -0.277 4.825 -0.3 -0.2 0.1
C -0.332 0.452 3.638 1.4 0.0 -0.5
C -1.190 -1.052 -3.340 1.6 0.9 0.6
C -1.939 -1.528 -4.427 0.5 -0.4 -0.7
H -3.631 -2.774 -5.020 0.3 0.2 0.3
H -4.130 -3.496 -2.683 0.3 0.4 -0.1
H -2.791 -2.573 -0.777 0.0 -0.1 -0.4
H 0.530 1.581 -1.249 0.0 0.1 0.1
H 0.823 3.898 -1.840 -0.3 0.2 0.0
H 0.710 5.697 -0.087 -0.1 -0.2 0.2
H 0.514 5.009 2.326 0.0 -0.5 -0.6
H 0.753 2.673 2.967 -0.5 0.2 -1.2
H 0.097 -2.168 1.524 0.0 0.1 0.3
H -0.369 -3.405 3.566 -0.2 -0.1 -0.1
H -0.665 -2.239 5.753 0.1 0.2 -0.2
H -0.574 0.252 5.789 -0.3 -0.1 -0.8
H -0.499 1.535 3.748 0.4 -0.8 -0.4
H -0.377 -0.336 -3.494 -0.4 -0.3 -0.1
H -1.676 -1.185 -5.436 -0.3 -0.2 0.5
C 5.489 -1.791 0.523 1.2 -1.6 0.0
N 4.373 -0.834 0.646 -1.2 0.4 0.0
C 3.047 -1.037 0.875 -0.3 -2.1 0.3
N 2.345 0.090 0.920 0.8 0.5 -0.1
C 3.306 1.107 0.691 -2.5 1.3 0.3
C 4.482 0.533 0.519 0.9 -0.9 0.0
H 6.502 -1.355 0.356 -1.2 0.6 0.1
H 5.664 -2.427 1.424 -0.7 0.7 -0.4
H 5.401 -2.501 -0.330 -0.6 0.7 0.5
H 2.598 -2.044 1.025 0.5 1.0 -0.1
H 3.074 2.186 0.675 0.0 -1.0 0.0
H 5.403 0.977 0.323 1.3 0.6 -0.2
```
Forces are in eV/Å.

ΔE to the lowest compared entry with this formula, charge and spin, kcal per mole: 45.1
Kohn-Sham gap (spin up / spin down), eV: 6.09 / 5.83
2S+1: 4
Highest occupied orbital energy (spin up / spin down), eV: -12.307 / -14.159
Net charge: +2

Record 4
An isolated molecule of C3H4N2OS at a distorted geometry, computed with ωB97M-V with the def2-TZVPD basis set.

Structure (XYZ):
```
11
Properties=species:S:1:pos:R:3:forces:R:3
C 1.707 0.592 1.611 -0.9 1.4 1.3
C -0.331 0.130 0.043 1.3 0.0 0.7
C -1.498 -0.016 -0.823 -0.3 0.5 -0.1
N 2.135 -0.288 0.808 0.0 -0.8 -1.1
N 1.735 -0.881 -0.120 -0.9 0.2 -0.1
O -1.443 -1.151 -1.639 0.2 -0.5 -0.4
S -0.023 1.058 1.314 0.4 -0.9 -0.9
H 2.224 1.026 2.435 0.3 0.0 0.2
H -2.430 -0.093 -0.250 0.1 0.1 -0.1
H -1.548 0.899 -1.451 -0.1 -0.1 0.3
H -0.527 -1.276 -1.928 -0.1 0.0 0.1
```
Forces are in eV/Å.

ΔE to the lowest compared entry with this formula, charge and spin, kcal per mole: 113.9
Kohn-Sham gap (spin up / spin down), eV: 8.36 / 8.36
Highest occupied orbital energy (spin up / spin down), eV: -8.537 / -8.537

Record 5
An isolated molecule of C23H31NO4, computed with ωB97M-V with the def2-TZVPD basis set.

Structure (XYZ):
```
59
Properties=species:S:1:pos:R:3:forces:R:3
C 0.453 -5.521 2.039 0.0 -0.2 0.1
O 0.730 -4.276 1.450 -0.1 0.5 -0.2
C -0.325 -3.487 1.058 0.2 0.0 0.0
C -1.655 -3.869 1.188 0.1 -0.1 0.0
C -2.687 -3.023 0.832 0.1 0.1 -0.1
C -2.421 -1.763 0.322 0.0 -0.1 -0.2
C -3.533 -0.795 0.038 0.0 0.0 0.3
C -4.078 -0.228 1.360 -0.2 -0.1 -0.1
N -3.053 0.441 2.122 -0.2 0.3 -0.4
C -2.431 -0.144 3.167 0.3 0.4 0.4
O -2.781 -1.195 3.662 0.0 -0.3 0.2
C -1.273 0.681 3.722 0.1 -0.1 -0.3
C -0.157 0.891 2.700 0.2 -0.2 0.4
O -0.624 1.789 1.710 0.0 0.2 -0.2
C 0.127 1.978 0.582 0.1 0.1 -0.2
C -0.466 2.735 -0.427 0.0 -0.1 0.2
C 0.208 2.982 -1.602 0.0 -0.1 0.1
C 1.492 2.486 -1.826 0.1 -0.1 0.0
C 2.192 2.783 -3.143 0.1 0.0 -0.2
C 1.345 2.229 -4.298 0.1 0.1 0.1
C 2.348 4.302 -3.294 0.0 -0.2 0.0
C 3.583 2.149 -3.227 -0.2 0.1 0.0
C 2.068 1.738 -0.810 -0.1 0.1 -0.2
C 1.407 1.485 0.382 -0.2 0.0 0.4
C -1.098 -1.392 0.152 0.1 -0.2 0.1
C -0.043 -2.226 0.507 0.0 0.0 0.0
O 1.198 -1.676 0.323 -0.4 0.0 0.2
C 2.330 -2.502 0.170 0.4 -0.2 0.0
H -0.064 -6.192 1.345 0.0 0.0 0.0
H 1.424 -5.946 2.290 -0.1 0.0 0.0
H -0.141 -5.411 2.952 0.0 0.0 0.0
H -1.899 -4.835 1.598 0.0 -0.1 0.1
H -3.707 -3.348 0.969 -0.1 0.0 0.0
H -3.167 0.024 -0.584 0.0 0.0 -0.1
H -4.350 -1.294 -0.487 0.0 0.0 -0.1
H -4.451 -1.041 1.987 -0.1 0.1 -0.1
H -4.891 0.477 1.158 0.0 -0.1 0.0
H -2.591 1.231 1.692 0.0 -0.1 0.1
H -0.872 0.156 4.588 -0.1 0.0 -0.1
H -1.651 1.655 4.040 0.0 0.0 0.1
H 0.121 -0.066 2.243 0.0 0.1 0.0
H 0.724 1.318 3.200 -0.1 -0.1 -0.1
H -1.460 3.126 -0.268 -0.1 0.1 0.0
H -0.286 3.572 -2.359 0.0 0.1 -0.1
H 1.842 2.412 -5.249 0.0 0.0 -0.1
H 1.206 1.157 -4.181 0.0 -0.1 0.0
H 0.366 2.698 -4.332 -0.1 0.0 0.0
H 2.861 4.536 -4.225 0.1 0.1 -0.1
H 2.930 4.704 -2.468 0.1 0.1 0.1
H 1.382 4.800 -3.303 -0.1 0.1 0.0
H 4.033 2.388 -4.188 0.0 0.0 -0.1
H 4.235 2.533 -2.446 0.1 0.0 0.1
H 3.523 1.066 -3.143 0.1 -0.1 0.0
H 3.059 1.330 -0.923 0.1 0.0 -0.1
H 1.899 0.894 1.136 0.0 -0.1 0.1
H -0.842 -0.427 -0.262 0.0 0.1 -0.1
H 2.648 -2.939 1.119 0.0 0.0 -0.1
H 3.113 -1.846 -0.211 0.0 -0.1 0.0
H 2.147 -3.304 -0.549 0.0 0.0 0.0
```
Forces are in eV/Å.

ΔE to the lowest compared entry with this formula, charge and spin, kcal per mole: 56.4
Kohn-Sham gap, eV: 8.64
Highest occupied orbital energy, eV: -7.934

Record 6
A cluster of 2 separate species, C5H11NO in total, computed with ωB97M-V with the def2-TZVPD basis set.

Structure (XYZ):
```
18
Properties=species:S:1:pos:R:3:forces:R:3
C 0.725 -0.644 -2.047 0.0 -0.1 0.0
C 0.092 0.166 -0.952 0.0 0.0 0.2
C -0.004 -0.161 0.346 0.0 -0.1 -0.3
C 0.492 -1.436 0.974 0.0 0.0 0.0
N -0.526 0.746 1.304 -0.4 0.1 -0.1
C -1.749 1.077 1.252 0.3 0.0 0.2
O -2.683 0.673 0.374 0.1 -0.1 -0.1
H 0.951 -1.669 -1.740 0.0 0.2 0.0
H 0.066 -0.700 -2.922 0.1 0.0 0.1
H 1.660 -0.179 -2.384 -0.1 -0.1 0.0
H -0.257 1.160 -1.239 0.0 -0.1 0.1
H -0.348 -2.090 1.241 0.1 0.1 0.0
H 1.168 -1.993 0.323 -0.1 0.1 0.1
H 1.018 -1.194 1.902 -0.1 0.0 -0.1
H -2.169 1.760 1.988 0.1 -0.1 -0.1
H -2.239 0.103 -0.280 -0.1 0.1 0.0
H 2.213 2.295 0.754 0.0 0.0 0.0
H 1.590 2.086 1.105 0.1 0.0 0.0
```
Forces are in eV/Å.

ΔE to the lowest compared entry with this formula, charge and spin, kcal per mole: 51.3
Kohn-Sham gap, eV: 9.65
Highest occupied orbital energy, eV: -8.783

Record 7
A structure of composition C2H2N2OS at a distorted geometry, computed with ωB97M-V with the def2-TZVPD basis set.

Structure (XYZ):
```
8
Properties=species:S:1:pos:R:3:forces:R:3
C 0.052 1.070 -0.085 3.3 -2.3 1.1
C -0.386 -0.303 -0.010 0.4 -2.9 -0.4
N 1.331 1.238 0.095 -1.3 0.5 -1.0
N -1.538 -0.770 0.084 -0.5 2.0 -0.1
O 0.791 -1.173 -0.061 -0.7 1.8 0.1
S 2.116 -0.155 0.020 0.6 -1.1 0.5
H -0.594 1.823 -0.193 -2.3 2.9 -0.2
H -1.772 -1.730 0.149 0.5 -1.0 0.0
```
Forces are in eV/Å.

ΔE to the lowest compared entry with this formula, charge and spin, kcal per mole: 33.4
Kohn-Sham gap, eV: 8.66
Highest occupied orbital energy, eV: -8.791

Record 8
An isolated molecule of C2H2O3 at a distorted geometry, computed with ωB97M-V with the def2-TZVPD basis set.

Structure (XYZ):
```
7
Properties=species:S:1:pos:R:3:forces:R:3
O -0.283 0.909 1.638 0.2 -0.4 -0.5
C 0.453 0.441 0.815 -2.0 -0.3 -1.9
C -0.242 -0.082 -0.614 1.6 -1.5 4.8
O 0.221 -1.077 -1.388 1.8 0.2 -1.7
O -0.832 -1.353 -0.476 -1.1 0.2 0.9
H 1.512 0.461 0.917 1.3 -0.3 0.1
H -0.828 0.700 -0.892 -1.8 2.0 -1.9
```
Forces are in eV/Å.

ΔE to the lowest compared entry with this formula, charge and spin, kcal per mole: 111.2
Kohn-Sham gap, eV: 10.75
Highest occupied orbital energy, eV: -10.483

Question: Number 6 is which compound?
Answer: C5H11NO

Question: Among the records above, which one has the highest ΔE to the lowest compared entry with this formula, charge and spin?
Answer: C3H4N2OS

What did the eighth record say?
An isolated molecule of C2H2O3 at a distorted geometry, computed with ωB97M-V with the def2-TZVPD basis set.

Structure (XYZ):
```
7
Properties=species:S:1:pos:R:3:forces:R:3
O -0.283 0.909 1.638 0.2 -0.4 -0.5
C 0.453 0.441 0.815 -2.0 -0.3 -1.9
C -0.242 -0.082 -0.614 1.6 -1.5 4.8
O 0.221 -1.077 -1.388 1.8 0.2 -1.7
O -0.832 -1.353 -0.476 -1.1 0.2 0.9
H 1.512 0.461 0.917 1.3 -0.3 0.1
H -0.828 0.700 -0.892 -1.8 2.0 -1.9
```
Forces are in eV/Å.

ΔE to the lowest compared entry with this formula, charge and spin, kcal per mole: 111.2
Kohn-Sham gap, eV: 10.75
Highest occupied orbital energy, eV: -10.483

Question: What is the formula in the fifth record?
Answer: C23H31NO4